i.
Molecular formula: C3H7O2P2
Method: DFT, wB97M-V/def2-TZVPD

Element x y z (Å)
1 C -0.8773 1.7066 0.2469
2 C -0.7725 -0.3592 1.7921
3 C -0.4961 0.4002 0.4891
4 O -0.1295 1.9838 -1.1324
5 O -1.3871 2.6628 0.7200
6 P 0.7959 0.6786 -0.7291
7 P 0.5638 -0.4395 -2.5788
8 H -0.2316 -0.0290 2.7148
9 H -0.2675 -1.2749 1.6777
10 H -1.8655 -0.3985 1.8253
11 H 1.9403 1.4284 -0.2929
12 H 1.6700 -0.5017 -0.3325
13 H 0.2885 0.6374 -3.6002
14 H 1.6696 -1.0402 -3.0818

The calculation puts the frontier orbital gap at 7.70 eV. Its total charge is -1. For the HOMO energy, the calculation gives -0.1281 hartree.

These are the Mulliken partial charges, in e, on atoms 1 to 2: atom 1 (C): 0.199, atom 2 (C): -1.117

=====

ii.
Molecular formula: C3H7O2P2
Method: DFT, wB97M-V/def2-TZVPD

Element x y z (Å)
1 C 1.1783 1.5620 1.1882
2 C -1.3049 -0.2996 0.5142
3 C 0.8058 0.4823 0.1362
4 O 1.9405 1.1213 2.0544
5 O 0.8826 2.7070 0.9004
6 P 1.9531 -0.8611 0.4503
7 P 0.6136 0.8934 -1.6013
8 H -1.4705 -1.3131 0.9964
9 H -1.5192 -0.3692 -0.5230
10 H -1.7365 0.4659 1.0027
11 H 0.9613 -1.5721 1.0149
12 H 1.6724 -1.4946 -0.7927
13 H 0.3300 2.3300 -1.3724
14 H 1.8740 1.0858 -1.9589

The calculation puts the frontier orbital gap at 8.20 eV. Its total charge is -1. For the HOMO energy, the calculation gives -0.1592 hartree.

These are the Mulliken partial charges, in e, on atoms 1 to 2: atom 1 (C): 0.494, atom 2 (C): -0.948

=====

The least stable of them is ii.

=====

i.
Molecular formula: CHBr3
Method: DFT, wB97M-V/def2-TZVPD

Element x y z (Å)
1 C -0.0265 -0.0782 0.0661
2 Br -1.6942 0.7791 0.1904
3 Br 0.7967 0.0255 1.6630
4 Br 1.0737 0.4306 -1.4174
5 H -0.1496 -1.1570 -0.5021

The calculation puts the frontier orbital gap at 10.50 eV. Its total charge is 0. For the HOMO energy, the calculation gives -0.3771 hartree.

These are the Mulliken partial charges, in e, on atoms 1 to 2: atom 1 (C): -0.281, atom 2 (Br): -0.004

=====

ii.
Molecular formula: CHBr3
Method: DFT, wB97M-V/def2-TZVPD

Element x y z (Å)
1 C 0.0712 -0.0510 0.1148
2 Br -1.4681 1.0319 0.6728
3 Br 1.0754 0.9969 -1.1898
4 Br -0.3236 -1.7913 -0.6159
5 H 0.6451 -0.1865 1.0181

The calculation puts the frontier orbital gap at 10.18 eV. Its total charge is 0. For the HOMO energy, the calculation gives -0.3800 hartree.

These are the Mulliken partial charges, in e, on atoms 1 to 2: atom 1 (C): -0.310, atom 2 (Br): -0.016

=====

The least stable of them is i.

=====

i.
Molecular formula: C3H2ClNO2S
Method: DFT, wB97M-V/def2-TZVPD

Element x y z (Å)
1 C -0.3958 1.8665 0.3457
2 C -0.4661 -1.2723 -1.1078
3 C 0.5502 0.8369 0.5500
4 N -1.1148 2.7125 0.1009
5 O -0.0966 -2.3279 -1.4495
6 O 0.2622 -1.7729 1.4884
7 S -0.5334 -0.8505 0.7238
8 Cl 1.8374 0.7028 -0.6809
9 H -0.9710 -0.5156 -1.6065
10 H 0.9279 0.6206 1.6360

The calculation puts the frontier orbital gap at 9.25 eV. Its total charge is 0. For the HOMO energy, the calculation gives -0.3669 hartree.

These are the Mulliken partial charges, in e, on atoms 1 to 2: atom 1 (C): 0.312, atom 2 (C): -0.026

=====

ii.
Molecular formula: C3H2ClNO2S
Method: DFT, wB97M-V/def2-TZVPD

Element x y z (Å)
1 C 0.5355 0.1278 1.2044
2 C 1.2981 0.1802 -0.0551
3 C -0.7717 -0.0035 1.1745
4 N 0.8487 0.0849 -1.2256
5 O -1.4358 0.9036 -2.1155
6 O -1.0522 -1.5291 -1.8620
7 S -0.8339 -0.1859 -1.4012
8 Cl -2.0932 -0.1046 2.1256
9 H 1.1362 0.1990 2.1013
10 H 2.3682 0.3276 0.0536

The calculation puts the frontier orbital gap (spin up / spin down) at 8.18 / 8.18 eV. Its total charge is 0. For the HOMO energy (spin up / spin down), the calculation gives -0.3468 / -0.3467 hartree.

These are the Mulliken partial charges, in e, on atoms 1 to 2: atom 1 (C): -0.070, atom 2 (C): 0.111

=====

The least stable of them is ii.

=====

i.
Molecular formula: C3H12N4O
Method: DFT, wB97M-V/def2-TZVPD

Element x y z (Å)
1 C -0.6326 -1.9494 -0.2483
2 O 0.5279 -1.1861 -0.7255
3 C 0.7691 0.0416 -0.0626
4 C 1.7074 0.8592 -0.9591
5 N 1.4721 -0.1928 1.1849
6 N -0.4610 0.8757 0.2123
7 N -1.4684 0.9171 -0.7812
8 N -1.0648 0.7251 1.4918
9 H -0.7555 -1.9054 0.8349
10 H -0.4128 -2.9853 -0.5188
11 H -1.5468 -1.6743 -0.7788
12 H 2.6422 0.3131 -1.1349
13 H 1.9579 1.8309 -0.5174
14 H 1.2617 1.0286 -1.9456
15 H 1.5791 -1.1969 1.2622
16 H 0.7912 0.0778 1.8977
17 H -1.9901 1.7895 -0.6988
18 H -1.0466 0.9420 -1.7128
19 H -1.4789 1.6076 1.7932
20 H -1.8511 0.0820 1.4067

The calculation puts the frontier orbital gap at 9.04 eV. Its total charge is 0. For the HOMO energy, the calculation gives -0.2962 hartree.

These are the Mulliken partial charges, in e, on atoms 1 to 2: atom 1 (C): -0.774, atom 2 (O): -0.421

=====

ii.
Molecular formula: C3H12N4O
Method: DFT, wB97M-V/def2-TZVPD

Element x y z (Å)
1 N 1.4792 -1.3080 -0.8774
2 C 2.5656 -0.9197 -0.1427
3 N 2.2396 -0.3939 1.0912
4 O 3.6986 -0.8805 -0.5824
5 H 1.6581 -1.4907 -1.8501
6 H 0.5536 -0.9805 -0.6155
7 H 1.3157 -0.5346 1.4688
8 H 3.0166 -0.1606 1.6867
9 C -1.7500 -0.0753 1.1232
10 N -1.0111 0.1179 -0.0725
11 C -1.8403 0.3089 -1.2488
12 N -0.2659 1.5243 0.3464
13 H -2.7493 0.3801 1.1569
14 H -1.0788 0.6642 1.7608
15 H -1.7391 -1.1150 1.4247
16 H -1.2092 0.5768 -2.0956
17 H -2.3428 -0.6378 -1.4621
18 H -2.6074 1.0825 -1.1065
19 H 0.6871 1.4164 -0.0071
20 H -0.6199 2.4255 0.0022

The calculation puts the frontier orbital gap at 10.32 eV. Its total charge is 0. For the HOMO energy, the calculation gives -0.3527 hartree.

These are the Mulliken partial charges, in e, on atoms 1 to 2: atom 1 (N): -0.424, atom 2 (C): 0.488

=====

The least stable of them is i.

=====

i.
Molecular formula: CN2O2S
Method: DFT, wB97M-V/def2-TZVPD

Element x y z (Å)
1 N 1.3170 0.4843 -0.3741
2 N 2.4078 0.1780 -0.1832
3 S 3.8028 -0.2028 0.2189
4 O -1.6747 -1.3174 -0.0817
5 C -1.8529 -0.2283 0.1592
6 O -2.1139 0.8582 0.3655

The calculation puts the frontier orbital gap at 10.44 eV. Its total charge is 0. For the HOMO energy, the calculation gives -0.3746 hartree.

These are the Mulliken partial charges, in e, on atoms 1 to 2: atom 1 (N): -0.140, atom 2 (N): 0.195

=====

ii.
Molecular formula: CN2O2S
Method: DFT, wB97M-V/def2-TZVPD

Element x y z (Å)
1 N 0.0652 -0.7906 -0.3988
2 N -0.5539 -0.7770 -1.3523
3 S -1.2365 -0.8031 -2.7209
4 O -0.1105 0.1326 2.1387
5 C 0.5763 0.7960 1.4980
6 O 1.2594 1.4421 0.8353

The calculation puts the frontier orbital gap at 10.44 eV. Its total charge is 0. For the HOMO energy, the calculation gives -0.3748 hartree.

These are the Mulliken partial charges, in e, on atoms 1 to 2: atom 1 (N): -0.191, atom 2 (N): 0.235

=====

The least stable of them is i.

=====

i.
Molecular formula: CH4NP3
Method: DFT, wB97M-V/def2-TZVPD

Element x y z (Å)
1 N 2.8057 -0.1363 0.1706
2 C 1.7071 0.1617 0.1148
3 P -0.1724 0.0648 0.6891
4 P -0.5468 -1.5711 -0.6456
5 P -0.9026 1.6377 -0.5634
6 H 0.9698 -1.9101 -0.6169
7 H -1.1820 -2.2777 0.4793
8 H -2.1775 1.4575 -0.0296
9 H -0.5012 2.5734 0.4017

The calculation puts the frontier orbital gap at 9.04 eV. Its total charge is 0. For the HOMO energy, the calculation gives -0.3401 hartree.

These are the Mulliken partial charges, in e, on atoms 1 to 2: atom 1 (N): -0.369, atom 2 (C): 0.139

=====

ii.
Molecular formula: CH4NP3
Method: DFT, wB97M-V/def2-TZVPD

Element x y z (Å)
1 C 0.7562 0.9148 -0.0195
2 N -0.5752 1.3663 0.0150
3 P -1.9205 0.6767 0.1691
4 P -1.2399 -1.5692 -0.0426
5 P 0.8589 -1.0865 0.1835
6 H 1.0204 1.0317 -1.0650
7 H 1.4663 1.2806 0.6105
8 H -1.6262 -1.5603 1.4171
9 H 1.2600 -1.0540 -1.2682

The calculation puts the frontier orbital gap at 8.55 eV. Its total charge is 0. For the HOMO energy, the calculation gives -0.3270 hartree.

These are the Mulliken partial charges, in e, on atoms 1 to 2: atom 1 (C): -0.500, atom 2 (N): -0.242

=====

The least stable of them is i.